(1)
The following is a DFT calculation (ωB97M-V with the def2-TZVPD basis set) of C49H51ClN7O6PdS2Te as an isolated structure.

Geometry as ORCA input:
```
! RIJCOSX wB97M-V def2-TZVPD def2/J DEFGRID3
* xyz -2 2
Te 2.09 0.31 0.19
Pd -1.87 0.17 0.52
Cl -0.89 -1.26 6.58
S -2.95 2.35 0.99
S -1.65 -1.71 -4.81
O -2.85 -3.54 6.35
O 0.69 -2.46 -1.29
O -4.29 -3.78 4.68
O -5.91 0.40 -2.24
O -4.84 -2.66 2.55
O -3.91 -1.20 1.13
N -1.50 -0.17 4.21
N -0.29 -0.22 -2.95
N -2.23 -0.34 3.10
N -2.13 2.05 -1.61
N -4.15 1.00 -0.98
N -2.31 -1.20 -2.34
N -0.18 -0.82 0.04
C -3.59 1.99 -5.53
C -1.18 -3.07 0.04
C -5.19 -3.60 -4.14
C -3.59 3.38 -5.46
C -0.74 1.78 5.49
C 3.97 -1.83 -1.47
C 3.61 -2.33 -0.10
C 3.86 1.95 -2.10
C 8.26 2.55 0.20
C 3.74 -4.15 1.50
C 2.83 -3.48 2.30
C 5.02 0.92 1.38
C -0.16 -2.05 -0.46
C -2.95 1.65 -0.57
C -0.72 1.02 4.33
C -0.75 4.04 -2.08
C 2.32 -2.23 1.95
C -2.73 -1.98 4.59
C -4.41 1.88 -3.27
C -4.01 1.24 -4.44
C -5.35 -3.24 -2.80
C -0.84 2.70 -1.37
C -1.66 5.09 -1.45
C 2.75 -1.64 0.75
C 4.11 -3.57 0.30
C 0.02 1.43 3.23
C -2.98 -1.41 3.30
C -1.76 -1.15 5.12
C 4.19 1.04 0.26
C -3.99 -1.79 2.22
C 6.33 1.41 1.35
C -3.30 -3.17 5.28
C 0.01 2.94 5.56
C -4.02 4.02 -4.30
C 4.54 0.27 2.65
C -1.39 -1.00 -3.21
C -4.08 -3.18 -4.86
C 4.29 -5.49 1.92
C 0.77 3.34 4.47
C -4.42 3.27 -3.21
C 4.70 1.72 -0.87
C 6.84 2.04 0.23
C -4.43 -2.45 -2.15
C 1.32 -1.60 2.87
C -3.15 -2.38 -4.21
C -4.88 1.04 -2.12
C -3.32 -2.00 -2.87
C 0.77 2.59 3.31
C 6.00 2.20 -0.87
H 0.39 -1.39 2.32
H -1.37 5.29 -0.42
H -4.56 0.43 -0.24
H 4.90 -5.93 1.13
H 5.19 0.54 3.49
H -1.64 6.03 -2.01
H 3.46 1.01 -2.49
H -1.01 3.90 -3.13
H 4.63 -0.96 -1.42
H 1.36 4.25 4.53
H 0.53 -0.49 -3.48
H -3.25 1.49 -6.43
H 6.38 2.71 -1.75
H -0.72 2.83 -0.29
H 0.01 0.84 2.31
H 3.48 -6.19 2.15
H 8.29 3.63 0.00
H -4.53 -3.32 3.77
H 6.95 1.29 2.23
H -3.26 3.97 -6.31
H -2.11 -2.62 0.38
H 3.52 0.58 2.88
H 8.84 2.06 -0.58
H -5.93 -4.23 -4.63
H 1.68 -0.64 3.25
H -3.94 -3.46 -5.90
H -4.02 5.10 -4.24
H 0.29 4.38 -2.05
H -0.73 -3.61 0.88
H 1.10 -2.25 3.71
H -2.09 1.36 -2.35
H -1.38 -3.79 -0.75
H -0.10 -0.23 -1.94
H -0.05 2.03 -1.70
H 4.45 2.43 -2.88
H -4.53 -2.17 -1.11
H 2.50 -3.93 3.23
H 4.91 -5.41 2.82
H -6.22 -3.59 -2.26
H 4.78 -4.10 -0.37
H -2.69 4.73 -1.43
H -1.35 1.47 6.33
H 8.75 2.37 1.16
H 3.05 -1.54 -1.99
H -4.02 0.16 -4.48
H 4.53 -0.82 2.57
H -0.01 3.53 6.46
H 4.47 -2.62 -2.04
H -4.72 3.76 -2.28
H 3.00 2.59 -1.89
H 1.35 2.89 2.44
*
```

## Properties
ΔE to the lowest compared entry with this formula, charge and spin = 0.00 kJ/mol
DFT total energy = -4385.2062 a.u.
LUMO energy (alpha / beta) = 3.7 / 3.7 eV
expectation value of S² = 0.76

(2)
The following is a DFT calculation (ωB97M-V with the def2-TZVPD basis set) of a 3-piece molecular cluster, C2H11NO2 overall in a non-equilibrium geometry.

Geometry as ORCA input:
```
! RIJCOSX wB97M-V def2-TZVPD def2/J DEFGRID3
* xyz 0 1
O -1.32 0.12 -2.02
O -1.77 -2.01 0.31
N 1.07 -0.63 -0.40
C 1.46 0.31 0.66
C 0.36 1.40 0.79
H -0.57 0.89 1.02
H 2.39 0.79 0.39
H -2.01 -1.35 0.97
H -1.85 -1.59 -0.56
H 1.44 -0.27 1.58
H 1.75 -1.05 -0.99
H 0.36 -1.26 -0.06
H 0.31 1.83 -0.21
H 0.60 2.09 1.59
H -0.40 0.16 -1.72
H -1.83 0.58 -1.35
*
```

## Properties
ΔE to the lowest compared entry with this formula, charge and spin = 48.34 kJ/mol
DFT total energy = -288.0201 a.u.
SMILES string = CCN.O.O
LUMO energy = 0.8 eV

(3)
The following is a DFT calculation (ωB97M-V with the def2-TZVPD basis set) of a 7-piece molecular cluster, C25H65Cl2N5O8 overall in a non-equilibrium geometry.

Geometry as ORCA input:
```
! RIJCOSX wB97M-V def2-TZVPD def2/J DEFGRID3
* xyz 0 1
Cl -4.92 -1.90 1.59
Cl -4.26 -0.74 -1.08
O -0.11 4.93 -0.07
O -3.07 -6.78 -3.40
O -0.84 -1.57 0.17
O 5.89 -0.03 -1.82
O -3.42 -6.65 -1.22
O 1.74 -3.74 1.74
O -1.93 3.57 4.33
O -1.53 -7.54 -1.94
N -4.26 1.25 3.44
N 0.66 0.47 -2.44
N -1.48 7.09 -1.11
N 4.92 -2.71 0.02
N 3.09 2.28 -2.72
C -4.73 -6.10 -1.22
C -0.61 -8.21 -2.86
C -1.13 5.50 0.72
C -2.72 5.06 -1.32
C -2.71 -7.02 -2.26
C -4.27 -0.46 0.66
C 7.16 0.38 -2.07
C 0.20 1.24 -0.14
C 0.47 0.01 -1.08
C 4.88 0.90 -1.45
C -1.56 -2.78 0.23
C 1.41 -4.26 3.05
C -0.87 3.70 5.26
C -2.19 2.27 3.80
C 2.67 -3.25 -1.02
C -2.08 6.05 -0.35
C 4.52 1.93 -2.58
C -0.61 -1.03 -1.13
C -4.27 3.72 2.83
C 3.42 -2.74 0.24
C -4.67 -4.61 -1.54
C -3.49 2.31 2.87
C 1.01 4.50 0.69
C 5.30 3.15 -2.38
C 3.10 -3.64 1.44
H -0.86 -3.59 0.02
H 2.92 3.02 -3.39
H -0.39 1.04 0.76
H 4.81 1.37 -3.48
H 7.25 0.91 -3.02
H -5.70 -4.28 -1.66
H 2.88 -4.31 -1.15
H -1.57 -0.61 -1.45
H 5.15 -1.97 -0.63
H -5.16 -6.37 -0.25
H -3.17 1.98 1.88
H -1.85 4.58 -1.75
H -4.02 -4.35 -2.38
H 1.54 3.88 -0.04
H 0.74 -0.28 -3.11
H 3.53 -4.65 1.44
H 5.18 3.72 -1.46
H 2.82 2.72 -1.86
H -4.31 4.18 3.81
H -1.98 -2.90 1.23
H -5.27 1.35 3.41
H 0.03 4.04 4.76
H 1.60 -3.05 -0.95
H -1.40 1.85 3.18
H -2.87 6.45 0.29
H -1.12 7.76 -0.45
H 1.88 -3.67 3.84
H 5.17 1.31 -0.49
H -4.14 1.01 4.42
H -3.31 4.34 -0.74
H 5.18 -3.46 -0.60
H 1.62 5.38 0.87
H -1.02 -8.89 -3.61
H 1.71 -5.29 3.26
H -0.77 2.73 5.76
H -4.25 -4.20 -0.62
H -0.59 6.81 -1.50
H -2.32 -3.08 -0.48
H 0.32 -4.28 3.17
H -2.14 1.59 4.65
H -0.86 6.29 1.42
H 1.40 -0.44 -0.73
H 0.05 -7.43 -3.23
H 3.63 -3.10 2.22
H 5.06 3.86 -3.17
H -5.30 3.61 2.49
H 7.81 -0.49 -2.09
H 4.01 0.27 -1.29
H -1.56 4.69 1.32
H 0.14 -8.84 -2.38
H -0.40 -1.79 -1.89
H 3.00 -2.61 -1.84
H -5.27 -6.68 -1.97
H 3.04 -1.73 0.37
H 1.54 0.94 -2.58
H -1.18 4.41 6.03
H -0.47 1.94 -0.63
H 1.14 1.73 0.10
H -3.31 -0.39 1.16
H 7.43 1.05 -1.25
H 0.77 4.08 1.67
H -4.82 0.46 0.85
H -3.29 5.61 -2.06
H -3.70 4.40 2.20
H 6.35 2.86 -2.33
*
```

## Properties
ΔE to the lowest compared entry with this formula, charge and spin = 190.86 kJ/mol
DFT total energy = -2787.3839 a.u.
SMILES string = COC[C@H](C)N.COC[C@H](C)N.COC[C@H](C)N.COC[C@H](C)N.COC[C@H](C)N.CCOC(=O)OC.ClCCl
LUMO energy = 0.5 eV

(4)
The following is a DFT calculation (ωB97M-V with the def2-TZVPD basis set) of a 9-piece molecular cluster, C32H70BClN8O11 overall in a non-equilibrium geometry.

Geometry as ORCA input:
```
! RIJCOSX wB97M-V def2-TZVPD def2/J DEFGRID3
* xyz 0 1
Cl -2.01 -0.95 -3.15
O -0.92 -5.01 1.62
O 1.09 5.77 0.36
O 0.39 -0.13 1.16
O -5.35 -4.70 1.64
O -2.75 -8.34 -0.27
O -5.73 4.87 2.39
O 1.99 -1.81 -2.70
O 7.29 -1.79 0.80
O -1.51 3.81 4.28
O -1.59 -7.07 2.24
O 4.18 0.92 -6.05
N 9.29 -1.51 -0.22
N 3.11 5.56 -0.62
N -0.45 1.86 0.49
N -7.97 5.16 2.29
N 1.92 0.88 -6.22
N -4.30 -4.28 3.61
N -2.17 5.90 3.67
N 3.73 -2.55 -1.44
C -6.74 5.11 1.76
C -5.13 -3.12 3.88
C -1.49 -4.33 0.49
C -9.14 5.44 1.49
C -3.25 6.77 3.26
C 3.18 -2.04 -2.55
C 2.72 4.32 -1.27
C -1.18 -6.33 1.38
C -1.13 -5.22 -0.73
C -0.85 3.22 0.81
C 9.24 -2.83 -0.82
C -2.38 4.60 3.94
C -8.12 4.93 3.72
C -1.81 -2.16 -0.72
C -1.01 -1.91 -1.98
C 0.05 1.02 1.41
C 10.44 -0.66 -0.47
C -0.82 6.43 3.79
C -4.50 -4.98 2.48
C 4.45 6.08 -0.83
C -3.26 -4.65 4.55
C 2.87 -2.85 -0.31
C 2.21 6.18 0.16
C 1.75 0.63 -4.80
C 0.75 1.00 -7.06
C 8.27 -1.11 0.56
C 5.16 -2.80 -1.33
C 3.17 1.00 -6.71
C -0.59 1.37 -0.87
C -0.86 -6.61 -0.08
C -1.00 -2.91 0.35
C -1.38 -7.94 -2.39
B -1.72 -7.67 -0.88
H -3.69 -4.88 5.53
H 0.12 1.46 2.41
H -3.60 -8.15 -0.69
H 10.54 -0.46 -1.54
H 0.16 0.08 -7.03
H -0.27 3.93 0.22
H -3.05 7.18 2.27
H -6.72 5.30 0.67
H 9.17 -3.60 -0.04
H 0.06 -2.92 0.10
H 0.21 -6.84 -0.07
H -7.54 5.66 4.28
H -0.83 7.48 3.54
H -5.03 -2.38 3.08
H 5.20 5.37 -0.49
H 11.36 -1.14 -0.12
H 3.47 -3.25 0.50
H 2.12 -3.60 -0.60
H -2.58 -4.32 0.61
H 4.57 7.01 -0.27
H 3.92 -1.84 -3.35
H 5.65 -2.51 -2.26
H -4.17 6.19 3.22
H 1.05 1.19 -8.09
H 2.34 -1.96 0.02
H 8.36 -2.92 -1.46
H -0.14 5.90 3.11
H -2.54 -3.84 4.67
H -2.73 -5.53 4.18
H -2.68 -2.76 -1.00
H -0.68 3.43 1.86
H -7.75 3.94 3.98
H 1.86 4.49 -1.92
H -9.17 5.01 3.98
H 5.60 -2.23 -0.51
H -4.83 -2.67 4.82
H 5.34 -3.86 -1.15
H -2.20 -1.22 -0.34
H -0.78 -2.83 -2.52
H -1.01 2.15 -1.50
H 0.70 0.55 -4.57
H -2.16 -8.52 -2.88
H -3.36 7.59 3.97
H 0.11 1.82 -6.73
H 10.32 0.28 0.05
H -0.11 -1.33 -1.83
H 8.41 -0.10 0.97
H -3.43 4.29 3.80
H 2.20 1.44 -4.22
H -6.18 -3.41 3.94
H 3.55 3.95 -1.87
H -9.64 6.35 1.84
H -0.45 -8.52 -2.47
H 2.60 7.11 0.62
H 4.61 6.29 -1.89
H 2.24 -0.30 -4.52
H -1.24 0.51 -0.89
H -3.82 -5.83 2.38
H -1.25 -7.02 -2.96
H -0.45 6.30 4.81
H -2.04 -5.28 -1.33
H -0.33 -4.82 -1.34
H 0.38 1.07 -1.26
H 10.13 -2.99 -1.41
H -1.91 3.36 0.59
H 2.44 3.57 -0.53
H -8.85 5.59 0.45
H -9.85 4.61 1.54
H 3.19 1.19 -7.80
H -1.09 -2.37 1.30
*
```

## Properties
DFT total energy = -3012.1132 a.u.
SMILES string = CB(O)[C@H]1C[C@H](CCCCl)OC1=O.CN(C)C=O.CN(C)C=O.CN(C)C=O.CN(C)C=O.CN(C)C=O.CN(C)C=O.CN(C)C=O.CN(C)C=O
LUMO energy = 0.5 eV

(5)
The following is a DFT calculation (ωB97M-V with the def2-TZVPD basis set) of one molecule with the formula C21H27N3O2.

Geometry as ORCA input:
```
! RIJCOSX wB97M-V def2-TZVPD def2/J DEFGRID3
* xyz 0 1
O -1.60 2.74 -0.67
O 3.17 2.05 0.70
N 2.02 -2.12 -1.12
N 2.06 1.15 -1.04
N 0.01 2.50 0.89
C -1.35 -2.35 2.06
C 1.02 -1.61 -2.05
C -2.49 -2.92 -0.04
C 1.49 -3.11 -0.21
C -3.07 -0.23 -0.47
C -2.22 1.83 1.48
C 0.90 0.95 -1.88
C 0.21 -0.39 -1.59
C -2.37 -0.59 0.70
C -3.17 -2.54 -1.16
C -1.26 2.41 0.44
C 1.09 3.10 0.13
C 2.79 -1.13 -0.39
C -3.46 -1.18 -1.37
C -0.93 -1.42 2.97
C 3.11 0.15 -1.17
C -1.94 0.36 1.66
C 2.20 2.05 -0.05
C -2.07 -1.97 0.92
C -1.23 -0.06 2.76
C 1.65 4.31 0.88
H 0.23 2.20 1.82
H -2.08 2.35 2.43
H 0.77 -2.70 0.51
H -0.75 -0.38 -2.12
H 3.27 -0.07 -2.23
H -3.49 -3.27 -1.88
H 0.18 1.75 -1.74
H -0.38 -1.71 3.85
H -0.90 0.66 3.50
H 0.34 -2.43 -2.27
H 3.73 -1.61 -0.11
H 1.23 0.96 -2.93
H -1.14 -3.40 2.22
H 0.85 5.02 1.10
H 1.53 -1.36 -2.99
H -4.00 -0.89 -2.27
H -3.28 0.80 -0.67
H 0.68 3.43 -0.82
H 0.00 -0.47 -0.52
H 2.29 -0.83 0.54
H 1.01 -3.91 -0.77
H 2.32 -3.54 0.35
H -3.24 1.99 1.13
H 2.12 3.99 1.81
H 4.02 0.59 -0.75
H 2.40 4.80 0.28
H -2.26 -3.96 0.14
*
```

## Properties
ΔE to the lowest compared entry with this formula, charge and spin = 60.10 kJ/mol
DFT total energy = -1131.2153 a.u.
SMILES string = C[C@H](NC(=O)Cc1cccc2ccccc12)C(=O)N1CCCN(C)CC1
LUMO energy = 0.3 eV

(6)
The following is a DFT calculation (ωB97M-V with the def2-TZVPD basis set) of C28H20N5O3SSn as an isolated structure in a non-equilibrium geometry.

Geometry as ORCA input:
```
! RIJCOSX wB97M-V def2-TZVPD def2/J DEFGRID3
* xyz 3 1
Sn -1.27 0.30 -1.15
S -4.05 2.12 -4.89
O 2.05 0.60 -2.21
O -0.38 1.56 0.90
O -2.10 -1.32 2.35
N 2.23 1.14 0.38
N -4.15 -2.31 -3.15
N -2.59 -1.43 -1.87
N 2.22 1.50 1.55
N -2.58 1.00 -3.15
C -3.57 -5.39 -1.17
C 0.93 3.40 4.36
C 2.82 -0.21 -1.48
C -2.77 -2.77 -1.48
C -2.57 -4.85 -0.35
C -3.44 -1.22 -2.87
C 2.79 -0.01 -0.07
C -4.18 -4.64 -2.15
C 4.24 -1.90 0.27
C 2.41 0.76 -3.61
C -1.92 -0.97 1.30
C 1.86 2.65 3.63
C 2.57 3.70 6.10
C 3.59 -1.24 -1.99
C 4.29 -2.06 -1.12
C 1.29 3.92 5.59
C 3.14 2.45 4.13
C -0.84 3.08 2.66
C -3.53 0.08 -3.53
C 1.42 2.06 2.38
C 3.49 2.99 5.36
C 3.47 -0.90 0.80
C -2.75 2.13 -3.81
C -0.40 3.64 3.81
C -2.15 -3.54 -0.49
C -3.76 -3.33 -2.29
C -4.41 0.52 -4.45
C -0.03 2.16 1.93
H 4.50 2.86 5.73
H 2.84 4.10 7.07
H -3.87 -6.42 -1.02
H 4.91 -2.85 -1.54
H -1.83 3.29 2.28
H -2.12 3.00 -3.68
H 1.83 1.60 -3.96
H -4.84 -2.40 -3.88
H 2.16 -0.13 -4.18
H -1.06 4.30 4.36
H -5.25 0.00 -4.89
H -4.95 -5.06 -2.79
H -2.12 -5.48 0.40
H 3.44 -0.73 1.87
H 3.64 -1.41 -3.05
H 4.82 -2.54 0.92
H 3.85 1.85 3.57
H 3.47 0.98 -3.70
H 0.57 4.51 6.15
H -1.36 -3.14 0.12
*
```

## Properties
ΔE to the lowest compared entry with this formula, charge and spin = 61.72 kJ/mol
DFT total energy = -2190.0143 a.u.
LUMO energy = -10.1 eV

(7)
The following is a DFT calculation (ωB97M-V with the def2-TZVPD basis set) of a 2-piece molecular cluster, C2H8OS overall in a non-equilibrium geometry.

Geometry as ORCA input:
```
! RIJCOSX wB97M-V def2-TZVPD def2/J DEFGRID3
* xyz 0 1
S -2.15 0.53 -0.63
O 2.00 -1.57 -1.55
C -1.69 1.54 0.84
C 1.60 -0.96 -0.28
H 2.93 -1.81 -1.55
H -2.42 -0.60 0.08
H 2.42 -0.40 0.19
H 1.27 -1.84 0.34
H -1.72 2.59 0.44
H -0.62 1.32 1.16
H -2.45 1.42 1.45
H 0.82 -0.23 -0.48
*
```

## Properties
ΔE to the lowest compared entry with this formula, charge and spin = 125.31 kJ/mol
DFT total energy = -554.3701 a.u.
SMILES string = CO.CS
LUMO energy = 0.9 eV

What did the second record say?
The following is a DFT calculation (ωB97M-V with the def2-TZVPD basis set) of a 3-piece molecular cluster, C2H11NO2 overall in a non-equilibrium geometry.

Geometry as ORCA input:
```
! RIJCOSX wB97M-V def2-TZVPD def2/J DEFGRID3
* xyz 0 1
O -1.32 0.12 -2.02
O -1.77 -2.01 0.31
N 1.07 -0.63 -0.40
C 1.46 0.31 0.66
C 0.36 1.40 0.79
H -0.57 0.89 1.02
H 2.39 0.79 0.39
H -2.01 -1.35 0.97
H -1.85 -1.59 -0.56
H 1.44 -0.27 1.58
H 1.75 -1.05 -0.99
H 0.36 -1.26 -0.06
H 0.31 1.83 -0.21
H 0.60 2.09 1.59
H -0.40 0.16 -1.72
H -1.83 0.58 -1.35
*
```

## Properties
ΔE to the lowest compared entry with this formula, charge and spin = 48.34 kJ/mol
DFT total energy = -288.0201 a.u.
SMILES string = CCN.O.O
LUMO energy = 0.8 eV

Question: Among the records above, which one has the lowest DFT total energy?
Answer: C49H51ClN7O6PdS2Te

Question: Which formula does entry 7 have?
Answer: C2H8OS

Repeat the fifth record exactly.
The following is a DFT calculation (ωB97M-V with the def2-TZVPD basis set) of one molecule with the formula C21H27N3O2.

Geometry as ORCA input:
```
! RIJCOSX wB97M-V def2-TZVPD def2/J DEFGRID3
* xyz 0 1
O -1.60 2.74 -0.67
O 3.17 2.05 0.70
N 2.02 -2.12 -1.12
N 2.06 1.15 -1.04
N 0.01 2.50 0.89
C -1.35 -2.35 2.06
C 1.02 -1.61 -2.05
C -2.49 -2.92 -0.04
C 1.49 -3.11 -0.21
C -3.07 -0.23 -0.47
C -2.22 1.83 1.48
C 0.90 0.95 -1.88
C 0.21 -0.39 -1.59
C -2.37 -0.59 0.70
C -3.17 -2.54 -1.16
C -1.26 2.41 0.44
C 1.09 3.10 0.13
C 2.79 -1.13 -0.39
C -3.46 -1.18 -1.37
C -0.93 -1.42 2.97
C 3.11 0.15 -1.17
C -1.94 0.36 1.66
C 2.20 2.05 -0.05
C -2.07 -1.97 0.92
C -1.23 -0.06 2.76
C 1.65 4.31 0.88
H 0.23 2.20 1.82
H -2.08 2.35 2.43
H 0.77 -2.70 0.51
H -0.75 -0.38 -2.12
H 3.27 -0.07 -2.23
H -3.49 -3.27 -1.88
H 0.18 1.75 -1.74
H -0.38 -1.71 3.85
H -0.90 0.66 3.50
H 0.34 -2.43 -2.27
H 3.73 -1.61 -0.11
H 1.23 0.96 -2.93
H -1.14 -3.40 2.22
H 0.85 5.02 1.10
H 1.53 -1.36 -2.99
H -4.00 -0.89 -2.27
H -3.28 0.80 -0.67
H 0.68 3.43 -0.82
H 0.00 -0.47 -0.52
H 2.29 -0.83 0.54
H 1.01 -3.91 -0.77
H 2.32 -3.54 0.35
H -3.24 1.99 1.13
H 2.12 3.99 1.81
H 4.02 0.59 -0.75
H 2.40 4.80 0.28
H -2.26 -3.96 0.14
*
```

## Properties
ΔE to the lowest compared entry with this formula, charge and spin = 60.10 kJ/mol
DFT total energy = -1131.2153 a.u.
SMILES string = C[C@H](NC(=O)Cc1cccc2ccccc12)C(=O)N1CCCN(C)CC1
LUMO energy = 0.3 eV